No. 1
A structure of composition C44H54FeN8O3P2S2 in a non-equilibrium geometry, computed with ωB97M-V/def2-TZVPD.

Positions of all 114 atoms, in Å:
Fe 0.2037 -3.6059 -2.0739
C 3.2705 8.1689 2.7229
S 2.0299 6.8881 2.3957
C 2.8900 5.3190 2.8873
C 3.3824 4.9408 4.3011
C 2.2652 5.0123 5.3304
N 1.7171 3.9661 5.8666
P 1.6049 2.4471 5.2335
C 0.1416 1.8320 6.0091
C 0.0853 2.1374 7.3675
C -1.1250 2.2783 8.0667
C -2.3032 1.7237 7.5851
C -2.1784 1.0436 6.3629
C -0.9778 1.0855 5.5332
C 2.8815 1.1300 5.8993
C 4.1642 1.3330 5.4381
C 5.1631 0.5201 6.0726
C 4.8191 -0.6039 6.8592
C 3.4897 -0.7037 7.3586
C 2.4755 0.1930 6.9279
P -2.2707 3.7224 -0.8075
C -3.4868 3.6932 0.4401
C -3.5356 4.5055 1.6205
C -4.4822 4.1796 2.5937
C -5.3572 3.0676 2.4070
C -5.3707 2.4139 1.1908
C -4.5239 2.7698 0.1527
C -3.2189 4.6298 -2.0058
C -4.4395 4.2095 -2.4486
C -4.7928 4.5216 -3.7538
C -3.9293 5.5010 -4.4478
C -2.8280 6.0551 -3.8230
C -2.4708 5.7250 -2.5740
H 4.3131 7.7701 2.6757
H 3.0369 8.5907 3.7286
H 3.0317 8.9176 1.9776
H 3.6949 5.1889 2.1023
H 2.1308 4.5796 2.6815
H 4.2429 5.5601 4.6662
H 3.6189 3.8800 4.2441
H 1.9230 5.9538 5.6731
H 4.4228 10.8680 -4.4073
H 1.0039 2.5181 7.8486
H -1.1407 2.8280 8.9696
H -3.2479 1.7814 8.1347
H -3.0541 0.4183 5.9845
H -1.0545 0.6583 4.5562
H 4.4715 2.0026 4.6438
H 6.1267 0.9227 6.0087
H 5.4936 -1.4805 6.9720
H 3.1268 -1.5535 7.8781
H 1.4317 -0.0984 7.1172
H -2.8856 5.4002 1.6899
H -4.5478 4.8530 3.4357
H -5.9338 2.7268 3.2903
H -6.0662 1.6383 0.9304
H -4.5404 2.2294 -0.7823
H -5.0769 3.5548 -1.9173
H -5.6904 4.1343 -4.2611
H -4.1712 5.8128 -5.4464
H -2.3368 6.8638 -4.3942
H -1.7480 6.2561 -1.8874
N 2.3362 -5.1850 -9.8652
C 1.9572 -4.5211 -8.7426
C 1.5031 -3.2051 -8.7312
C 0.8841 -2.8136 -7.5423
C 0.9487 -3.5972 -6.3621
C 1.7175 -4.7333 -6.3339
C 2.1263 -5.1892 -7.5490
S -0.2087 -2.9278 -5.1232
O -1.0855 -4.0702 -4.9253
O -0.9534 -1.6832 -5.3302
N 0.7722 -2.8856 -3.8220
C 2.0903 -2.6776 -3.4708
N 2.2052 -2.7875 -2.1231
C 3.0441 -1.8112 -1.5101
C 3.7164 -0.9208 -2.3829
C 3.7699 -1.0984 -3.7883
N 2.8890 -2.0325 -4.2998
H 2.2691 -4.6302 -10.7224
H 2.9507 -5.9852 -9.8738
H 1.5547 -2.5728 -9.5780
H 0.4492 -1.8267 -7.4418
H 1.8761 -5.4227 -5.4714
H 2.4920 -6.2089 -7.6072
H 3.1601 -2.0049 -0.3477
H 4.3909 -0.2633 -1.8263
H 4.1773 -0.4433 -4.5500
N -2.2436 -6.0845 1.7474
C -1.6605 -5.7392 0.2333
C -2.8503 -5.1687 -0.5285
C -2.5131 -5.0500 -2.0465
N -1.9498 -3.6817 -2.3456
C -1.5095 -6.1940 -2.4923
C -0.3369 -6.5158 -1.6802
N 0.8318 -5.4208 -1.6734
C -0.9280 -6.9188 -0.3780
H -2.9616 -5.3618 1.9558
H -1.6071 -6.0579 2.5562
H -2.8102 -6.9161 1.7270
H -0.8973 -4.9571 0.6108
H -3.1826 -4.1174 -0.2635
H -3.5544 -5.9627 -0.3133
H -3.3200 -5.1116 -2.7632
H -2.3305 -2.9287 -1.8860
H -2.1206 -3.7350 -3.4950
H -1.2305 -5.9715 -3.5229
H -2.2829 -7.0155 -2.6564
H 0.1075 -7.3822 -2.1467
H 1.3662 -5.6699 -2.5989
H 1.4719 -5.4815 -0.9080
H -0.2020 -7.1324 0.4187
H -1.6575 -7.7919 -0.4729
O 3.4709 10.9890 -4.5582

Force components x, y, z for each atom (eV/Å):
-1.23 0.82 1.22
-0.24 -0.32 1.07
0.44 -0.91 0.71
0.59 0.31 -1.16
-0.37 1.16 0.35
0.40 -2.93 0.36
0.39 2.85 0.27
1.23 -2.97 -2.92
-1.85 -1.70 1.49
-0.51 1.73 0.89
0.45 -0.76 -0.59
0.71 -0.47 -1.09
0.07 -1.09 -1.41
-1.23 1.53 2.04
-2.86 1.83 0.85
1.16 -2.15 2.22
-2.12 0.04 -0.24
-0.88 0.27 0.12
-0.23 1.01 -2.17
2.36 -0.52 -1.67
1.50 0.49 0.05
-1.76 -0.07 1.15
-0.36 -0.90 -1.01
-0.12 -0.29 -0.97
0.73 0.83 1.23
-0.50 0.06 -0.50
1.27 0.40 1.93
1.91 1.72 0.75
-0.39 -0.05 -2.41
1.41 2.80 -1.58
-2.02 -2.60 1.09
-0.26 2.24 -2.26
-0.35 -1.63 2.45
-0.88 0.50 -0.16
0.59 -0.20 -0.72
0.52 0.26 -0.11
-0.66 -0.03 1.10
-0.31 -0.26 -0.40
-0.56 -0.63 -0.42
0.56 0.17 -0.07
-0.31 1.05 0.27
0.12 0.00 0.01
-0.68 -0.02 -0.26
0.16 0.25 1.01
0.40 -0.03 -0.31
1.25 1.06 0.41
0.21 -0.09 -0.49
-0.28 0.25 0.32
1.79 -0.45 -0.62
-0.14 1.18 0.48
0.22 -0.76 0.70
0.58 0.84 0.14
-0.32 -0.87 0.19
-0.14 -0.35 0.37
0.08 0.29 -0.94
-0.43 -0.35 0.51
0.10 -0.19 0.22
-0.22 -0.50 0.45
0.50 0.27 0.43
-0.12 -0.03 -0.27
-0.07 -0.43 0.54
-0.41 -0.88 -1.40
-0.24 0.83 -2.01
0.92 -0.04 0.02
-0.81 -0.70 1.59
0.91 -0.24 0.32
-1.66 3.45 -1.34
-0.79 -1.13 1.20
0.38 -1.33 0.20
2.14 -0.57 0.48
-0.73 -0.47 0.13
1.84 -1.40 -0.23
-0.53 -0.43 -0.30
-1.95 2.49 -0.43
2.30 1.97 1.51
-1.03 -3.22 -1.65
1.37 -0.10 1.83
-3.66 -2.32 0.94
2.30 1.58 -0.31
0.29 -0.76 0.43
-0.15 0.33 0.21
-0.12 0.47 -0.75
-0.22 -0.07 -0.22
-0.34 0.98 -0.51
0.33 0.09 0.05
-0.17 1.13 -2.72
-0.27 0.32 -0.69
0.67 -0.15 0.45
-0.93 1.10 -0.76
1.21 2.69 2.34
0.53 0.50 -0.74
1.82 0.56 0.46
1.20 -3.85 -4.54
-3.29 1.56 -2.64
1.89 -0.16 0.15
-1.52 -3.20 -2.75
-0.67 -0.41 3.02
0.67 -0.11 -0.27
0.12 -0.37 -0.66
0.12 -0.92 0.19
-1.05 -0.87 -1.32
0.25 -1.48 0.52
-1.19 0.22 -0.50
-0.91 -0.64 0.64
-1.70 1.92 1.06
1.05 1.35 3.39
0.12 0.29 -0.07
1.58 0.13 0.64
0.27 -0.46 0.10
-0.92 0.72 2.28
0.41 -0.39 0.72
0.23 -0.62 -0.46
1.16 0.95 -0.20
-0.12 0.00 -0.01

The value obtained for the calculated total energy is -5114.848743 hartree. The calculation puts the orbital gap (alpha / beta) at 5.46 / 3.73 eV. The spin multiplicity is 6. The total charge is +1. The HOMO energy (alpha / beta) is -8.68 / -6.90 eV. The lowest unoccupied orbital energy (alpha / beta) is -3.214 / -3.168 eV. The expectation value of S² is 9.1661.

Atom charges from the Löwdin analysis, given in e for atoms 1 to 2: 0.467 -0.426

No. 2
A structure of composition C44H54N2O3PdS2Se in a non-equilibrium geometry, computed with ωB97M-V/def2-TZVPD.

Positions of all 107 atoms, in Å:
Pd -0.3076 -0.0590 0.2305
C -1.6261 3.9581 1.4864
C -0.8006 2.7965 1.0322
N -1.3666 1.6876 0.6915
N -2.7416 1.5966 0.8716
C -3.0703 0.4357 1.3083
S -1.9508 -0.8640 1.5464
S -4.7630 0.1668 1.7593
C -4.4561 0.0291 3.5538
C -3.9575 1.3040 4.1621
C -2.6290 1.3926 4.5664
C -2.1371 2.5676 5.1187
C -2.9698 3.6659 5.2649
C -4.2952 3.5848 4.8569
C -4.7847 2.4123 4.3086
C 0.6562 2.8546 1.0828
C 1.3626 4.0201 0.7754
C 2.7324 4.0709 0.9256
C 3.4073 2.9609 1.4381
C 2.7349 1.8031 1.7550
C 1.3463 1.7106 1.5541
O 0.7146 0.5878 1.8290
H -2.4851 4.0993 0.8351
H -2.0171 3.7312 2.4821
H -1.0260 4.8594 1.5435
H -5.4095 -0.2996 3.9698
H -3.7312 -0.7675 3.7181
H -1.9764 0.5358 4.4479
H -1.1035 2.6207 5.4343
H -2.5903 4.5827 5.6958
H -4.9481 4.4397 4.9697
H -5.8159 2.3571 3.9829
H 0.8291 4.8835 0.4014
H 3.2772 4.9627 0.6533
H 4.4796 3.0057 1.5821
H 3.2496 0.9358 2.1433
C 3.0690 0.4482 -6.6720
C 3.9453 1.0056 -5.5410
C 4.0031 2.5361 -5.6485
C 5.3604 0.4549 -5.7118
C 3.3310 0.6233 -4.1978
C 2.0329 1.0457 -3.8934
C 1.4597 0.7218 -2.6889
Se -0.3691 1.1442 -2.3385
C -1.0236 -0.5055 -3.0543
C -1.3212 -0.5614 -4.4066
C -1.6782 -1.7631 -5.0024
C -1.7238 -2.8920 -4.1798
C -1.4481 -2.8796 -2.8231
C -1.0943 -1.6372 -2.2275
O -0.8614 -1.5917 -0.9329
C -1.4995 -4.1604 -1.9919
C -1.8389 -5.3842 -2.8446
C -0.1272 -4.4178 -1.3470
C -2.5818 -4.0447 -0.9081
C -1.9868 -1.8074 -6.4958
C -2.3033 -3.2222 -6.9800
C -0.7723 -1.2929 -7.2826
C -3.1976 -0.9122 -6.7917
C 2.1735 -0.0082 -1.6862
O 1.7131 -0.0918 -0.4917
C 3.4515 -0.5375 -2.0328
C 3.9879 -0.1660 -3.2580
C 4.2749 -1.4465 -1.1158
C 5.4556 -0.6336 -0.5693
C 4.8064 -2.6375 -1.9310
C 3.5014 -2.0402 0.0677
H 3.5071 0.6934 -7.6407
H 2.0630 0.8646 -6.6462
H 2.9840 -0.6364 -6.5986
H 4.4363 2.8276 -6.6068
H 4.6177 2.9581 -4.8527
H 3.0115 2.9819 -5.5801
H 5.7552 0.7670 -6.6791
H 5.3763 -0.6350 -5.6850
H 6.0356 0.8298 -4.9424
H 1.4626 1.6110 -4.6181
H -1.2498 0.3467 -4.9896
H -1.9950 -3.8344 -4.6277
H -1.1023 -5.5536 -3.6314
H -2.8249 -5.3029 -3.3042
H -1.8475 -6.2667 -2.2041
H 0.6467 -4.4999 -2.1129
H -0.1520 -5.3570 -0.7923
H 0.1466 -3.6195 -0.6630
H -3.5577 -3.8636 -1.3618
H -2.3717 -3.2351 -0.2169
H -2.6402 -4.9783 -0.3467
H -1.4632 -3.8992 -6.8232
H -2.5197 -3.2005 -8.0481
H -3.1755 -3.6353 -6.4744
H 0.1118 -1.8949 -7.0681
H -0.5420 -0.2589 -7.0297
H -0.9670 -1.3379 -8.3554
H -4.0743 -1.2500 -6.2374
H -3.4353 -0.9338 -7.8567
H -3.0049 0.1231 -6.5108
H 4.9786 -0.5200 -3.5001
H 6.1085 -0.2885 -1.3713
H 6.0473 -1.2458 0.1127
H 5.0975 0.2392 -0.0218
H 5.4594 -2.3365 -2.7475
H 3.9810 -3.2144 -2.3493
H 5.3824 -3.2943 -1.2784
H 3.1987 -1.2888 0.7901
H 4.1503 -2.7636 0.5663
H 2.6019 -2.5628 -0.2622

Force components x, y, z for each atom (eV/Å):
0.94 1.04 -0.35
-0.12 -0.07 -0.07
0.51 -0.22 -0.09
-0.21 -0.30 -0.10
0.12 -0.41 0.10
-0.02 0.41 -0.09
-0.27 -0.26 0.17
0.02 -0.09 -0.05
0.02 -0.17 0.08
0.11 0.02 0.05
-0.03 -0.01 0.00
0.02 0.02 -0.01
0.03 0.01 0.00
-0.01 0.05 0.01
-0.02 -0.01 -0.02
-0.14 -0.04 0.00
0.10 0.05 0.10
-0.12 0.01 -0.04
0.02 -0.04 0.08
-0.10 0.00 -0.03
0.09 -0.09 -0.13
-0.07 0.12 0.15
-0.03 0.00 -0.03
0.02 -0.01 0.01
0.03 0.02 0.00
-0.01 0.11 0.00
-0.10 -0.06 0.01
0.02 -0.01 -0.01
0.02 0.00 0.00
0.01 0.02 0.01
-0.02 0.02 0.00
-0.03 -0.01 -0.02
-0.01 0.03 -0.04
0.01 0.04 -0.01
0.01 0.00 -0.03
0.00 -0.04 -0.02
0.09 0.02 -0.03
-0.10 0.00 0.05
0.05 -0.05 -0.07
-0.04 0.02 -0.03
-0.14 0.06 0.08
0.28 0.04 -0.14
0.45 -0.37 0.60
0.14 -0.17 -0.22
-0.17 -0.15 0.19
-0.13 -0.12 0.04
0.02 0.07 0.12
-0.04 0.12 -0.17
0.08 0.20 0.09
0.06 -0.04 -0.39
0.02 0.07 0.30
0.05 -0.02 0.07
0.00 -0.01 -0.01
-0.05 -0.01 -0.01
0.02 0.01 -0.03
0.03 0.01 -0.05
0.01 0.04 0.01
-0.03 -0.03 0.01
0.01 -0.01 0.01
0.28 0.27 -1.24
-1.15 -0.33 1.32
-0.54 0.14 0.10
-0.10 0.09 -0.19
0.00 0.06 -0.03
0.00 -0.06 0.05
0.02 0.01 0.07
0.02 -0.06 -0.01
0.01 0.01 -0.07
-0.06 0.02 0.02
0.01 -0.04 0.02
0.01 0.03 -0.05
0.02 0.00 0.04
-0.04 0.01 0.01
0.01 0.01 -0.04
-0.01 -0.05 0.01
0.03 0.02 0.05
-0.06 0.04 -0.04
0.00 0.05 -0.06
0.01 -0.01 -0.02
0.03 0.00 -0.02
-0.04 0.01 -0.01
0.00 -0.02 0.02
0.01 0.01 -0.03
0.00 -0.05 0.04
0.02 0.03 0.02
-0.04 0.00 -0.03
0.01 0.05 0.03
0.00 -0.05 0.05
0.04 -0.03 0.01
0.00 0.01 -0.05
-0.07 -0.03 0.03
0.02 -0.02 0.01
0.02 0.06 0.02
-0.02 0.00 -0.05
-0.02 -0.02 0.01
-0.01 0.00 -0.05
0.01 0.04 0.01
0.04 -0.02 0.00
0.02 0.03 -0.04
0.07 -0.03 0.04
-0.03 0.04 0.02
0.03 0.02 -0.05
-0.04 -0.01 -0.02
0.04 -0.04 0.03
0.01 0.02 0.01
0.02 -0.03 0.02
-0.01 0.01 -0.01

The value obtained for the calculated total energy is -5369.867685 hartree. The calculation puts the orbital gap (alpha / beta) at 4.49 / 4.46 eV. The spin multiplicity is 1. The total charge is 0. The HOMO energy (alpha / beta) is -7.16 / -7.15 eV. The lowest unoccupied orbital energy (alpha / beta) is -2.667 / -2.690 eV.

Atom charges from the Löwdin analysis, given in e for atoms 1 to 2: 0.997 0.022